# 1
2 unconnected molecules or ions with the total composition C12H23P at a distorted geometry. Source: the OMol25 dataset; level of theory: ωB97M-V/def2-TZVPD.

- Orbital gap (alpha / beta): 6.6 / 7.9 eV
- Total charge: 0
- Multiplicity: 3
- HOMO energy (alpha / beta): -5.6 / -9.1 eV
- LUMO energy (alpha / beta): 0.99 / -1.18 eV

Each line ends with the Löwdin spin population.
Geometry (Å):
C 0.32 -0.40 1.91  0.080
C 0.15 0.18 0.73  0.699
C 3.44 -0.21 -1.99  0.000
C 3.12 1.23 -1.53  0.004
C 2.24 -0.98 -2.46  0.003
C 2.30 1.11 -0.22  0.015
C 1.22 -1.11 -1.26  0.009
C 1.05 0.23 -0.54  0.085
C -4.08 -2.01 2.17  0.002
C -1.83 2.54 0.20  0.075
C -3.11 -1.28 1.33  0.006
C -1.97 0.99 0.26  0.695
P -3.01 0.54 1.67  0.153
H -0.30 -0.35 2.77  0.012
H 1.32 -0.71 2.14  0.030
H 4.23 -0.28 -2.77  0.000
H 3.82 -0.77 -1.21  0.000
H 3.96 1.72 -1.33  0.001
H 2.67 1.68 -2.37  0.000
H 1.68 -0.37 -3.30  0.000
H 2.61 -2.03 -2.83  0.001
H 3.01 0.66 0.49  0.000
H 2.10 2.11 0.12  0.001
H 0.30 -1.42 -1.66  0.000
H 1.66 -1.89 -0.64  0.000
H 0.32 0.88 -1.08  0.019
H -3.92 -1.60 3.23  0.001
H -5.21 -1.88 1.95  0.000
H -3.82 -3.05 2.23  0.000
H -2.03 2.98 1.16  0.000
H -2.36 3.07 -0.49  0.017
H -0.82 2.70 -0.08  0.016
H -3.17 -1.48 0.19  0.000
H -2.05 -1.67 1.40  0.000
H -2.03 0.33 -0.71  0.025
H -1.78 0.54 2.54  0.053

# 2
A molecular structure, C12H24AlCl2N3O2P2 at a distorted geometry. Source: the OMol25 dataset; level of theory: ωB97M-V/def2-TZVPD.

- Orbital gap: 5.1 eV
- Total charge: +2
- HOMO energy: -13.9 eV
- LUMO energy: -8.83 eV

Each line ends with the natural charge from an NBO analysis.
Geometry (Å):
C 0.46 -3.08 -2.10  -0.857
C -0.46 -2.20 -1.52  1.019
H -0.05 -3.97 -2.55  0.356
H 1.16 -3.38 -1.28  0.360
H 1.06 -2.55 -2.87  0.362
O -1.48 -1.69 -1.26  -0.322
Cl 1.83 -0.51 -1.11  -0.551
Al 0.25 1.19 -0.84  1.216
P 0.03 0.99 -3.27  0.832
C -1.56 1.57 -3.95  -0.953
C 1.18 2.37 -3.61  -0.934
H 1.57 -0.63 -4.26  0.264
H 0.61 0.22 -5.49  0.285
H -0.13 -1.10 -4.55  0.237
C 0.57 -0.25 -4.50  -0.926
H 2.12 2.20 -3.07  0.264
H 1.38 2.41 -4.69  0.268
H -1.44 1.81 -5.02  0.277
H -1.88 2.47 -3.40  0.267
H 0.74 3.31 -3.27  0.273
H -2.31 0.79 -3.84  0.249
C -1.92 0.61 -0.85  0.528
O -3.06 0.40 -0.95  -0.397
Cl 0.43 3.20 -0.11  -0.435
C 1.21 -0.84 4.14  -0.077
N 1.28 0.53 3.58  -0.436
C 0.07 1.28 3.94  -0.077
N -1.18 0.57 3.54  -0.442
C -1.20 -0.79 4.08  -0.076
N -0.01 -1.57 3.66  -0.423
C 0.02 -1.84 2.25  -0.451
P 0.06 -0.27 1.22  0.583
C 1.51 0.51 2.14  -0.475
C -1.36 0.58 2.08  -0.528
H 1.16 -0.76 5.24  0.232
H 2.10 -1.41 3.84  0.211
H 0.10 2.26 3.46  0.211
H 0.04 1.38 5.04  0.229
H -2.09 -1.32 3.73  0.206
H -1.20 -0.71 5.17  0.232
H 0.91 -2.45 2.01  0.235
H -0.87 -2.43 1.98  0.226
H 1.65 1.54 1.80  0.240
H 2.41 -0.09 1.92  0.242
H -2.27 0.01 1.83  0.223
H -1.44 1.61 1.71  0.236

# 3
6 unconnected molecules or ions with the total composition C12H24Br12 at a distorted geometry. Source: the OMol25 dataset; level of theory: ωB97M-V/def2-TZVPD.

- Orbital gap: 10.2 eV
- Total charge: 0
- HOMO energy: -10.0 eV
- Energy relative to the best compared isomer or geometry (same formula, charge and spin): 6.4 kcal/mol
- LUMO energy: 0.14 eV

Each line ends with the natural charge from an NBO analysis.
Geometry (Å):
Br -3.05 5.15 1.36  -0.028
C -1.29 4.34 1.63  -0.433
C -0.23 5.33 1.24  -0.475
Br 1.51 4.50 1.28  0.013
H -1.26 3.44 1.02  0.225
H -1.23 4.02 2.67  0.227
H -0.26 6.18 1.93  0.225
H -0.47 5.81 0.29  0.239
Br -1.99 -1.32 -0.88  -0.025
C -1.19 -0.93 0.89  -0.428
C 0.01 -0.05 0.61  -0.443
Br 0.80 0.57 2.28  -0.006
H -0.89 -1.84 1.42  0.239
H -1.93 -0.43 1.50  0.227
H -0.36 0.83 0.08  0.219
H 0.74 -0.58 0.01  0.222
Br -0.91 2.70 -1.72  -0.022
C -1.70 3.70 -3.21  -0.438
C -2.04 5.13 -2.91  -0.444
Br -0.44 6.21 -2.55  -0.015
H -2.62 3.19 -3.51  0.232
H -1.01 3.66 -4.05  0.228
H -2.74 5.20 -2.07  0.233
H -2.55 5.60 -3.76  0.234
Br 0.01 -6.02 -1.91  -0.037
C -1.49 -4.80 -1.49  -0.434
C -2.37 -5.41 -0.41  -0.422
Br -1.32 -5.42 1.28  -0.041
H -2.03 -4.70 -2.43  0.231
H -1.07 -3.87 -1.16  0.234
H -2.63 -6.43 -0.66  0.229
H -3.23 -4.77 -0.20  0.233
Br -0.12 -1.73 -3.89  0.000
C 1.49 -1.88 -2.84  -0.459
C 2.30 -0.62 -2.99  -0.432
Br 3.90 -0.78 -1.85  -0.020
H 2.04 -2.73 -3.21  0.235
H 1.19 -2.09 -1.81  0.222
H 1.76 0.29 -2.73  0.231
H 2.63 -0.50 -4.02  0.227
Br 5.02 -1.73 5.54  -0.010
C 3.64 -2.79 4.65  -0.447
C 2.39 -1.96 4.57  -0.424
Br 0.95 -3.04 3.77  -0.040
H 3.52 -3.73 5.16  0.232
H 4.01 -2.95 3.64  0.227
H 2.47 -1.10 3.91  0.234
H 2.02 -1.63 5.54  0.225